{
  "formula": "C6H9NO",
  "method": "ωB97M-V/def2-TZVPD",
  "elements": ["C", "C", "C", "C", "C", "C", "H", "H", "H", "H", "H", "H", "H", "H", "H", "N", "O"],
  "coordinates": [[-1.28, 1.99, 0.45], [-0.60, 0.98, -0.46], [0.16, -0.13, 0.06], [0.28, -1.44, -0.80], [0.13, -0.46, 1.48], [-0.07, -0.92, 2.57], [-2.33, 1.75, 0.66], [-0.77, 2.16, 1.40], [-1.43, 2.97, -0.08], [-1.18, 0.88, -1.35], [1.28, 0.85, -1.28], [0.99, -2.14, -0.33], [-0.66, -2.04, -0.79], [0.72, -1.77, -2.66], [-0.34, -1.13, 3.57], [0.83, 0.98, -0.39], [0.77, -1.07, -2.03]],
  "mulliken_charge": [-1.4640, -0.2350, 1.9111, -0.6929, -1.3963, -0.0050, 0.3237, 0.3877, 0.3475, 0.4517, 0.3108, 0.3714, 0.3175, 0.3157, 0.4692, -0.8667, -0.5463],
  "smiles": "C#C[C@]1(CO)N[C@@H]1C",
  "lumo_ha": 0.0251,
  "e_above_lowest_kj_mol": 347.9
}